C26H39N3O2 | ωB97M-V/def2-TZVPD

XYZ file:
```
70
C26H39N3O2 | the OMol25 dataset | ωB97M-V/def2-TZVPD
H -2.38 2.26 2.54
H -2.00 3.83 3.26
H 2.39 1.86 4.01
H -1.09 -3.69 -2.25
H -3.29 -3.35 0.42
H 0.40 4.93 0.73
H 3.43 -3.13 -3.93
H -2.61 3.14 -0.37
H -0.86 5.61 1.77
H -0.69 -1.73 0.07
H 3.34 -1.64 3.49
H 2.17 -2.06 2.26
H -0.36 2.91 3.37
C -1.41 -3.25 -1.30
H 3.52 0.57 4.43
O -5.36 -0.94 -0.43
N 4.32 -0.45 -2.13
H 3.53 -0.99 1.87
H 0.29 -1.24 3.74
C 1.97 -0.05 3.06
H 1.16 -2.29 -3.32
C 0.99 -0.52 4.15
C 1.18 0.56 1.90
C 2.05 -1.78 -2.98
H -4.90 -0.48 -1.14
C 1.94 -0.65 -2.19
H -2.53 4.82 0.14
C -4.96 -2.29 -0.42
O 0.29 2.21 3.35
C -1.94 3.93 -0.05
C -1.18 3.54 1.22
H -0.70 2.14 -1.08
H 0.37 4.53 2.43
C 2.80 -1.26 2.63
H -5.27 -2.80 -1.34
C 0.58 0.58 -0.45
N -0.45 -1.10 -1.95
H 3.61 1.34 2.84
C 3.12 -0.01 -1.81
C -0.20 1.71 -0.23
H 0.59 -2.54 -0.86
H -3.06 -1.60 0.30
H 0.43 0.32 4.56
C 1.26 0.02 0.63
H 3.10 0.89 -1.22
H -1.39 -4.03 -0.54
C 2.93 1.00 3.62
H 0.35 0.69 -2.56
H -3.76 -1.31 -2.59
C -2.24 3.31 2.33
H -2.12 -0.07 -1.14
C 0.59 -0.08 -1.81
H 1.54 -0.98 4.96
H -3.21 3.70 2.01
H -1.79 0.19 -2.87
C -0.32 2.28 1.02
H 1.86 -0.85 0.45
C 0.37 1.69 2.09
C -3.45 -2.48 -0.23
C -0.42 -2.13 -0.92
C -1.79 -0.56 -2.07
H -5.50 -2.73 0.42
C 4.42 -1.55 -2.86
H -1.26 4.16 -0.87
C -0.26 4.72 1.57
H -2.42 -2.12 -3.40
C 3.31 -2.25 -3.32
C -2.75 -1.69 -2.45
H 5.43 -1.87 -3.09
N -2.77 -2.77 -1.48
```

Summary:
Energy relative to the best compared isomer or geometry (same formula, charge and spin), kcal per mole: 0.0
E, eV: -36160.204
Total charge: 0
HOMO-LUMO gap, eV: 8.70
E_HOMO, eV: -8.1990